Density functional theory data (the ωB97M-V functional and the def2-TZVPD basis) for C2F7O as an isolated structure.

Cartesian coordinates (Å):
C1 0.656 0.017 -0.409
C2 -1.600 1.030 0.611
O1 -0.564 0.062 -0.316
F1 1.200 -0.271 -1.518
F2 2.838 -2.189 -0.822
F3 1.444 0.310 0.557
F4 -1.883 1.965 -0.174
F5 -0.950 1.380 1.688
F6 -2.619 0.281 0.936
F7 1.480 -2.584 -0.554

As for the spin multiplicity: 3. For the LUMO energy (spin up / spin down), the calculation gives -6.0 / -8.6 eV. For the orbital gap (spin up / spin down), the calculation gives 9.71 / 9.24 eV. The total charge is +1. As for the expectation value of S²: 2.009. The HOMO energy (spin up / spin down) comes out at -15.71 / -17.84 eV.

Results of the Löwdin charge analysis, in e, for atoms 1 through 2: -0.433 -0.510